Formula: C48H124F2N8O26P3
Source: the Open Molecules 2025 dataset
Level of theory: the ωB97M-V functional and the def2-TZVPD basis

Values from the calculation:
* highest occupied orbital energy: -10.3694 eV
* total charge: +1
* LUMO: -1.281 eV

Atoms and positions in Å:
1 C -14.04987 -12.08143 20.67342
2 N -14.91013 -13.34586 20.62928
3 C -16.29068 -13.09086 19.96686
4 C -14.22820 -14.33099 19.66185
5 C -15.22948 -13.97349 21.96394
6 C -14.00067 -14.57795 22.72394
7 O -13.16691 -13.51507 23.07555
8 H -14.49308 -11.56771 21.52651
9 H -14.10864 -11.56529 19.71517
10 H -13.02210 -12.21249 21.01197
11 H -16.77732 -12.36049 20.61326
12 H -16.84728 -14.02784 19.94768
13 H -16.26493 -12.68378 18.95605
14 H -14.90895 -15.15916 19.46486
15 H -13.24153 -14.52929 20.08047
16 H -14.02666 -13.81904 18.72090
17 H -15.94848 -14.77028 21.77352
18 H -15.78375 -13.21670 22.51904
19 H -13.46411 -15.32018 22.13294
20 H -14.27636 -15.05723 23.66330
21 H -12.26053 -13.81590 22.97768
22 C -9.14870 -14.42803 23.32440
23 C -9.49639 -14.04197 21.85262
24 C -8.78507 -14.91034 20.81603
25 O -9.21237 -14.47101 19.54012
26 C -8.19475 -14.64005 18.55772
27 N -10.92178 -14.29518 21.74102
28 H -9.55885 -15.43207 23.43298
29 H -9.73678 -13.92299 24.09068
30 H -8.08128 -14.57985 23.48463
31 H -9.43018 -12.96565 21.69370
32 H -8.93254 -15.98383 20.93425
33 H -7.72675 -14.69246 20.95945
34 H -7.98968 -15.68312 18.31676
35 H -7.32962 -14.14087 18.99415
36 H -8.52060 -14.00898 17.73089
37 H -11.02337 -15.26854 21.99069
38 H -11.09029 -14.13064 20.75886
39 C -14.92428 -12.08694 25.89963
40 C -15.00150 -12.37198 27.42382
41 C -14.04198 -11.52875 28.23778
42 O -12.68442 -11.87670 27.97397
43 C -11.76087 -11.55360 29.03945
44 N -16.34596 -11.98820 27.72183
45 H -14.64054 -11.04555 25.74769
46 H -15.86222 -12.28661 25.38147
47 H -14.19533 -12.69355 25.36227
48 H -14.80409 -13.43678 27.54763
49 H -14.32982 -11.72594 29.27043
50 H -14.20766 -10.46922 28.04272
51 H -10.70824 -11.70123 28.79806
52 H -11.82782 -12.19380 29.91909
53 H -11.91306 -10.53668 29.40112
54 H -17.03820 -12.59577 27.30739
55 H -16.45276 -11.06727 27.32110
56 C -10.00436 -14.98904 26.77840
57 C -11.39131 -14.80477 26.09308
58 C -12.49130 -15.33942 27.01129
59 O -13.63267 -15.67325 26.17977
60 C -14.74927 -16.06106 26.99531
61 N -11.53145 -13.37987 25.83451
62 H -9.76091 -16.02739 27.00347
63 H -9.92623 -14.41763 27.70333
64 H -9.27188 -14.70067 26.02447
65 H -11.40403 -15.26349 25.10438
66 H -12.67138 -14.63285 27.82148
67 H -12.07874 -16.20683 27.52655
68 H -15.66182 -15.66428 26.55042
69 H -14.70798 -15.69077 28.01965
70 H -14.99784 -17.12100 26.94204
71 H -12.35731 -13.39553 25.25329
72 H -11.82695 -12.87106 26.65542
73 C -15.21735 -8.34665 21.95143
74 C -16.61987 -8.83740 21.47781
75 C -16.77915 -9.09045 19.89637
76 O -18.14651 -9.63100 19.72295
77 C -18.54059 -10.12676 18.48151
78 N -16.83651 -10.12810 22.24967
79 H -14.90742 -7.45766 21.40210
80 H -14.49094 -9.14292 21.78898
81 H -15.28390 -8.18271 23.02697
82 H -17.37126 -8.08760 21.72539
83 H -16.09941 -9.88604 19.59129
84 H -16.58263 -8.11736 19.44629
85 H -17.84199 -9.92674 17.66907
86 H -19.56027 -9.84859 18.21508
87 H -18.49888 -11.20961 18.59893
88 H -17.75790 -10.52968 22.15027
89 H -16.83058 -9.80163 23.20544
90 C -18.61042 -15.88122 24.13886
91 C -18.97046 -14.42584 24.11364
92 C -18.31017 -13.64980 25.30922
93 O -18.70864 -13.96684 26.63108
94 C -20.04680 -13.98821 26.99908
95 N -18.57738 -13.82578 22.83255
96 H -18.63014 -16.08533 25.20940
97 H -17.58361 -16.05712 23.81821
98 H -19.25182 -16.50934 23.52066
99 H -20.04461 -14.29225 24.24189
100 H -18.56404 -12.59400 25.21472
101 H -17.24889 -13.89409 25.35518
102 H -20.54957 -13.02109 26.99976
103 H -20.11633 -14.37780 28.01470
104 H -20.69385 -14.53278 26.31143
105 H -18.83820 -12.85639 22.72134
106 H -18.84879 -14.38303 22.03511
107 C -15.57440 -14.76829 15.84510
108 C -16.07585 -13.28941 15.76338
109 C -17.59495 -13.18829 16.30223
110 O -18.51546 -13.84868 15.47700
111 C -18.94237 -13.14775 14.36501
112 N -15.15376 -12.39270 16.51065
113 H -15.53581 -14.90739 16.92550
114 H -14.62781 -15.02372 15.36884
115 H -16.40485 -15.34277 15.43471
116 H -15.98936 -13.00225 14.71545
117 H -17.76424 -12.11225 16.26272
118 H -17.71087 -13.51314 17.33622
119 H -19.57067 -12.34191 14.74442
120 H -19.47313 -13.86043 13.73375
121 H -18.12445 -12.85714 13.70573
122 H -15.49990 -11.45231 16.63698
123 H -14.25718 -12.33454 16.04928
124 C -10.68551 -10.85804 17.16892
125 C -11.66068 -11.94482 17.54097
126 C -11.86581 -13.03091 16.53748
127 O -12.58994 -12.53233 15.40213
128 C -12.48611 -13.32709 14.20845
129 N -11.39082 -12.39809 18.88532
130 H -9.65278 -11.20015 17.10160
131 H -10.77962 -10.04846 17.89267
132 H -10.85205 -10.47762 16.16113
133 H -12.63090 -11.45207 17.60405
134 H -12.41661 -13.84493 17.00874
135 H -10.89344 -13.41746 16.23225
136 H -12.69453 -14.38546 14.36495
137 H -11.47378 -13.24640 13.81251
138 H -13.10958 -12.96558 13.39071
139 H -10.49021 -12.83868 19.00728
140 H -11.22425 -11.61167 19.49680
141 C -13.48622 -18.19238 24.16910
142 O -12.23643 -18.82159 24.22266
143 P -10.98725 -18.20061 23.38350
144 O -11.33059 -16.91283 22.64167
145 O -9.88699 -18.03101 24.57318
146 C -8.50900 -17.76878 24.33075
147 O -10.53002 -19.47011 22.44489
148 C -10.38431 -20.83570 22.96570
149 H -14.24032 -18.81227 23.68417
150 H -13.45468 -17.35131 23.47649
151 H -13.77162 -17.96182 25.19550
152 H -8.24034 -17.48699 23.31265
153 H -7.86663 -18.57946 24.67463
154 H -8.15838 -16.96327 24.97597
155 H -9.51830 -21.19804 23.51963
156 H -10.65657 -21.54431 22.18349
157 H -11.20156 -20.87913 23.68565
158 C -21.31403 -13.69163 17.88549
159 O -20.27191 -13.92868 18.82514
160 P -20.16777 -15.41301 19.54335
161 O -19.04497 -15.62474 20.49284
162 O -21.57309 -15.62693 20.23751
163 C -21.85163 -16.44549 21.37757
164 O -20.13529 -16.41803 18.28958
165 C -18.93380 -16.58868 17.55196
166 H -21.82346 -14.57344 17.49690
167 H -20.94434 -13.17659 16.99883
168 H -22.16642 -13.13663 18.27727
169 H -21.11983 -16.58085 22.17397
170 H -22.20910 -17.39482 20.97872
171 H -22.69897 -16.00207 21.90053
172 H -18.25805 -15.83834 17.96239
173 H -18.93807 -16.44197 16.47189
174 H -18.49691 -17.54638 17.83488
175 C -11.74310 -7.94590 19.79222
176 O -11.97429 -8.17315 21.17762
177 P -11.12949 -9.36159 21.85839
178 O -10.73043 -10.48200 20.95236
179 O -12.09499 -9.80545 23.09365
180 C -11.76235 -10.82577 24.01687
181 O -9.80746 -8.68937 22.50242
182 C -9.93714 -7.60452 23.40233
183 H -10.93778 -8.51156 19.32362
184 H -11.53559 -6.88143 19.68293
185 H -12.67560 -8.05548 19.23856
186 H -12.68347 -11.34830 24.27495
187 H -11.35172 -10.44222 24.95088
188 H -11.07669 -11.48453 23.48394
189 H -10.94265 -7.23850 23.60989
190 H -9.30728 -6.76968 23.09507
191 H -9.57933 -8.08429 24.31332
192 C -18.06574 -19.13041 20.70305
193 C -17.69968 -18.91793 22.21306
194 O -16.66496 -17.97716 22.19129
195 C -16.06140 -17.94555 20.95875
196 O -15.03499 -17.29144 20.71284
197 O -16.84158 -18.63117 20.03942
198 F -17.17280 -20.02482 22.75733
199 H -18.81745 -18.43769 20.32466
200 H -18.35602 -20.15086 20.45302
201 H -18.49503 -18.52702 22.84765
202 C -11.85616 -17.06971 19.48116
203 C -10.89503 -18.04345 18.92316
204 O -10.41792 -17.39769 17.77042
205 C -11.45475 -16.64915 17.25642
206 O -11.50297 -16.25815 16.10047
207 O -12.36696 -16.46785 18.23338
208 F -11.45762 -19.17443 18.68358
209 H -11.30350 -16.28922 20.00415
210 H -12.62250 -17.41085 20.17719
211 H -10.16232 -18.24236 19.70526